{"formula": "C32H50F4N5O16S", "method": "the ωB97M-V functional and the def2-TZVPD basis", "elements": ["S", "F", "F", "F", "F", "O", "O", "O", "O", "O", "O", "O", "O", "O", "O", "O", "O", "O", "O", "O", "O", "N", "N", "N", "N", "N", "C", "C", "C", "C", "C", "C", "C", "C", "C", "C", "C", "C", "C", "C", "C", "C", "C", "C", "C", "C", "C", "C", "C", "C", "C", "C", "C", "C", "C", "C", "C", "C", "H", "H", "H", "H", "H", "H", "H", "H", "H", "H", "H", "H", "H", "H", "H", "H", "H", "H", "H", "H", "H", "H", "H", "H", "H", "H", "H", "H", "H", "H", "H", "H", "H", "H", "H", "H", "H", "H", "H", "H", "H", "H", "H", "H", "H", "H", "H", "H", "H", "H"], "coordinates": [[6.71923, 6.36165, 1.14277], [4.01159, -5.93529, 4.44003], [3.41458, -6.71644, -5.22536], [-3.36851, 5.69355, -2.23038], [1.06040, -8.19879, 0.83237], [-9.65268, 3.88018, 0.52501], [-5.14670, 3.21620, 0.98086], [3.33192, -3.94301, 3.66025], [0.48946, -5.01457, 1.94816], [-2.97572, 3.65025, 0.48630], [2.54920, -1.81535, 3.71979], [6.02158, 7.34126, 2.09873], [-0.42401, -4.08886, 0.08852], [3.67271, -6.72031, -2.99563], [3.44764, -6.02220, -0.85010], [7.69150, 7.35246, 0.14196], [-4.62099, 4.67778, -0.66956], [2.00697, -5.30090, -2.44763], [3.45653, -2.75462, 5.57439], [0.36928, -6.21339, 0.04038], [7.68369, 5.52839, 1.95632], [4.40538, 0.51877, -1.94625], [3.60787, -0.90533, -3.85698], [3.94149, 0.52978, -0.62961], [2.58493, -1.15674, -1.67775], [4.47413, -0.45558, -4.84264], [-3.36615, 0.06895, 0.92821], [-10.67478, 4.83276, 0.11479], [-1.87234, 0.13489, 0.31028], [4.24099, -4.60355, 4.51596], [-7.59275, 2.73723, -0.27180], [1.94793, -0.78270, 0.84702], [-0.72329, -0.48796, 1.30355], [5.46019, 1.39104, -2.46970], [2.73754, -6.72784, -4.05412], [1.28302, -6.86423, 0.90004], [5.62407, 3.76101, 0.35705], [2.85449, -0.42317, -0.43122], [-9.11650, 3.16616, -0.63203], [4.20917, 2.96983, 0.31242], [-5.96234, -0.05443, 0.60225], [3.06392, -2.75392, 4.26923], [-7.15056, 1.49486, -1.21733], [0.09585, -5.02356, 0.64211], [1.98666, -5.45184, -3.85761], [4.43708, 1.37799, 0.50031], [3.07781, -6.01370, -1.99570], [-2.36259, 4.38858, -0.55759], [3.88636, -4.07504, 5.86722], [-4.52027, -0.32143, -0.14199], [-4.32408, 3.79352, 0.32411], [0.92665, -6.33081, 2.24840], [0.43372, -1.23432, 0.42339], [-3.42145, 5.38040, -0.91468], [3.56375, -0.50890, -2.56677], [6.11660, 2.36542, -3.08884], [5.50504, 5.35620, 0.13799], [-7.18955, 0.04994, -0.48175], [1.93062, 0.16358, 1.52806], [4.73912, -4.06840, 6.54860], [-7.16496, -0.81177, -1.24782], [-7.53288, 2.45686, 0.84104], [5.26634, -4.38506, 4.20247], [-1.87771, -0.36014, -0.73081], [2.48360, -1.60072, 1.48641], [-6.89399, 3.63654, -0.51389], [0.34384, -2.39012, 0.53763], [-7.77419, 1.43395, -2.19889], [-5.91897, 0.96860, 1.15881], [-10.18392, 5.86662, -0.11883], [3.06675, -4.62809, 6.33559], [-4.49684, -1.44695, -0.43877], [2.30692, -6.64184, 0.58352], [-3.40611, -0.70993, 1.78021], [5.56932, 1.21729, 0.73575], [-11.19177, 4.47443, -0.85544], [-4.45593, 0.30052, -1.12855], [-2.11914, 3.71453, -1.38460], [6.18121, 3.53624, 1.34109], [3.56767, 3.18677, -0.61783], [0.19055, -0.99445, -0.68957], [5.67403, 5.65681, -0.97792], [1.78002, -6.31563, 2.92906], [-3.62303, 1.10110, 1.37182], [-6.05791, 1.72893, -1.56421], [6.59797, 3.28724, -3.60888], [6.26968, 3.31845, -0.51030], [0.96274, -5.50933, -4.23161], [-6.19463, -0.93254, 1.31642], [2.11861, -7.62796, -3.99170], [-11.46121, 4.93273, 0.95771], [-9.70157, 2.20037, -0.87674], [-3.40166, 6.29501, -0.31420], [0.11036, -6.88584, 2.72063], [4.44780, 5.72727, 0.46119], [-1.26916, -1.33161, 1.89826], [7.15955, 8.15320, -0.14122], [4.41041, 0.58071, -4.89653], [5.45167, -0.75993, -4.64489], [-9.14111, 3.83805, -1.56694], [3.87710, 1.04427, 1.46742], [3.57577, 3.31933, 1.22981], [-1.44366, 4.86673, -0.21263], [-0.30513, 0.29144, 2.04763], [2.91183, -1.63177, -4.14090], [-1.58600, 1.24204, 0.16097], [2.48275, -4.59407, -4.32182], [-8.20048, -0.03369, 0.09826]], "energy_ha": -3523.96279, "orbital_gap_ev": 6.97, "max_force_ha_per_bohr": 0.1433, "total_charge": 1}


{"formula": "C20H34Be2ClN4O16P", "method": "the ωB97M-V functional and the def2-TZVPD basis", "elements": ["Cl", "P", "O", "O", "O", "O", "O", "O", "O", "O", "O", "O", "O", "O", "O", "O", "O", "O", "N", "N", "N", "N", "C", "C", "C", "C", "C", "C", "C", "C", "C", "C", "C", "C", "C", "C", "C", "C", "C", "C", "C", "C", "Be", "Be", "H", "H", "H", "H", "H", "H", "H", "H", "H", "H", "H", "H", "H", "H", "H", "H", "H", "H", "H", "H", "H", "H", "H", "H", "H", "H", "H", "H", "H", "H", "H", "H", "H", "H"], "coordinates": [[9.59368, 8.49064, 1.06588], [-6.74870, -6.59416, -1.18535], [5.11040, 6.15527, 1.64591], [6.66050, 6.65723, 0.14219], [-1.59887, 1.40663, 1.90210], [-5.98058, -7.63621, -0.20946], [9.24184, 7.23901, 1.69173], [-8.20284, -7.13989, -0.60515], [-1.05112, -5.68334, -4.05981], [0.55785, 2.03197, 1.54057], [-0.11112, -3.09102, 0.46232], [-6.76374, -5.20357, -0.62898], [-1.29520, 4.32414, -2.86345], [10.57105, 9.16612, 1.83368], [9.99497, 8.32042, -0.26270], [8.29007, 9.32643, 1.07207], [-5.39139, -6.38749, -2.16258], [5.08690, 5.12914, -0.15464], [2.62599, 1.96072, 2.70977], [3.81147, 2.51143, 0.70347], [-2.33123, 3.82467, -0.94221], [2.91373, 4.21889, 2.00167], [-0.56080, 0.13510, 0.21965], [-1.67749, -3.71092, -1.18218], [-5.14544, -7.44177, -3.11709], [3.14794, 2.84793, 1.75359], [1.44767, 1.20270, 2.24325], [-4.90046, -7.15736, 0.57806], [0.51891, -5.06763, -2.42077], [4.61908, -0.87615, 1.74652], [4.07169, 1.10045, 0.35488], [-1.67404, 4.68929, -1.76463], [5.68317, 6.02365, 0.51922], [0.75268, -4.41695, -1.28396], [-2.84965, 4.07266, 0.39258], [-0.32700, -3.68848, -0.57853], [-0.59860, 1.24279, 1.28441], [-1.44037, 6.09325, -1.25948], [4.96868, 0.37413, 1.36507], [-0.83615, -5.09103, -3.02825], [-9.34343, -6.29878, -0.80951], [-1.91479, -4.36012, -2.31899], [7.65833, 9.09623, 2.48807], [1.56599, 3.43567, 4.50808], [0.92527, 0.83698, 3.15131], [-2.36852, 3.37597, 1.07748], [-2.45388, -3.17392, -0.65116], [1.29482, -5.60531, -2.95085], [1.73301, -4.38940, -0.82487], [2.97857, 4.68775, 1.09411], [1.77559, 0.29667, 1.70426], [-0.88765, -0.81589, 0.67219], [-2.45510, 2.90793, -1.34232], [-4.90140, -6.07078, 0.66684], [-3.95719, -7.48094, 0.13165], [-5.02675, -8.40160, -2.60806], [3.13054, 0.58326, 0.13935], [-3.92508, 3.89098, 0.39081], [-4.22715, -7.21057, -3.65357], [-2.39262, 6.58602, -1.06152], [-9.31719, -5.82131, -1.78756], [-2.65947, 5.08932, 0.72080], [4.57534, -1.20689, 2.78738], [-0.83295, 6.07180, -0.35274], [0.47598, -0.02249, -0.11500], [3.33549, 1.36157, 3.13056], [-9.37845, -5.54258, -0.02773], [-5.96632, -7.50482, -3.83218], [5.89245, 0.81705, 1.76140], [-10.23583, -6.91858, -0.74081], [-4.98523, -7.59273, 1.57268], [4.31685, -1.57715, 0.95246], [4.15218, 3.23838, 0.07645], [4.61052, 1.12275, -0.61315], [-0.90926, 6.66023, -2.01901], [-2.89721, -4.38639, -2.77466], [-1.25631, 0.34149, -0.60170], [3.68733, 4.62149, 2.54015]], "energy_ha": -3035.06409, "orbital_gap_ev": 1.38, "max_force_ha_per_bohr": 0.1515, "total_charge": 2}


{"formula": "C19H47N5O7S2", "method": "the ωB97M-V functional and the def2-TZVPD basis", "elements": ["S", "S", "O", "O", "O", "O", "O", "O", "O", "N", "N", "N", "N", "N", "C", "C", "C", "C", "C", "C", "C", "C", "C", "C", "C", "C", "C", "C", "C", "C", "C", "C", "C", "H", "H", "H", "H", "H", "H", "H", "H", "H", "H", "H", "H", "H", "H", "H", "H", "H", "H", "H", "H", "H", "H", "H", "H", "H", "H", "H", "H", "H", "H", "H", "H", "H", "H", "H", "H", "H", "H", "H", "H", "H", "H", "H", "H", "H", "H", "H"], "coordinates": [[-2.66031, -2.64449, -4.23524], [5.96491, 0.44743, -1.83179], [1.71957, -0.72236, -5.98596], [-3.47648, -1.47373, -4.64046], [-6.20665, -0.93744, 2.43493], [-2.93218, 4.38437, 1.49560], [4.59838, 0.99767, -1.65801], [1.38932, 1.22264, 2.36536], [-0.56644, -2.14262, -0.71195], [-4.44044, 3.62502, 3.00186], [2.01950, 2.49424, 4.11523], [2.85418, -1.33551, -4.11243], [-4.44362, -2.34935, 2.24676], [0.93212, -0.74037, 0.21268], [1.94810, -0.96143, -0.79916], [-0.97975, -2.00169, -4.01878], [-4.92720, -1.38784, 4.42085], [-0.25839, -1.36445, 0.18188], [2.28081, 1.72406, 3.03507], [2.62115, -2.74212, -4.25186], [7.09011, 1.62721, -1.12913], [-3.01682, -2.99774, -2.50072], [-2.71093, 2.11078, 2.20569], [-5.27077, -1.51274, 2.94631], [6.40054, 0.74372, -3.55052], [-1.24227, -1.01135, 1.27511], [-3.36866, 3.46793, 2.16923], [0.65880, 2.75506, 4.52015], [-4.66172, -2.65904, 0.86134], [-5.18417, 2.52086, 3.57177], [3.72645, 1.56808, 2.66237], [2.32162, -0.41350, -4.97533], [2.51788, 1.02274, -4.55894], [-4.87548, 4.53057, 2.92114], [0.65795, 3.41875, 5.38043], [5.74642, 0.11255, -4.15227], [-3.86407, -3.68502, -2.47707], [-3.38626, 1.25676, 2.21537], [-1.98530, -1.79967, 1.29562], [-0.44963, -2.19934, -4.95221], [-5.24923, -1.86675, 0.40498], [-3.70797, -2.73129, 0.33570], [3.88834, 0.57697, 2.25074], [-0.74647, -0.75687, 2.20829], [-2.12790, -3.40693, -2.03366], [7.43328, 0.47441, -3.75597], [-4.60085, 2.03861, 4.37192], [-2.07169, 2.01184, 1.33331], [-1.08340, -0.92528, -3.89922], [-0.44922, -2.47061, -3.19400], [3.53676, -3.28680, -4.49547], [-3.59239, -2.63529, 2.69607], [-6.03134, 2.89812, 4.13914], [3.09602, -0.96225, -3.20843], [3.96180, 2.30851, 1.89628], [7.08302, 1.56367, -0.04003], [-1.73314, -0.10723, 0.90660], [1.94282, -2.88724, -5.09329], [1.89135, 1.64989, -5.18342], [2.78272, 2.77232, 4.70383], [-5.62957, -0.76256, 4.95917], [1.62690, -1.71429, -1.51039], [6.16874, 1.79069, -3.74982], [8.11856, 1.39664, -1.42291], [-3.90678, -1.01099, 4.51735], [4.39205, 1.74787, 3.50827], [-5.19059, -3.60617, 0.73303], [2.37022, 1.20733, -3.49763], [6.85430, 2.65254, -1.41891], [-3.34256, -2.08167, -2.00735], [3.55891, 1.27972, -4.78658], [-2.09131, 2.09271, 3.10363], [-5.42632, 1.76393, 2.83042], [2.16959, -3.15741, -3.35114], [1.24155, -0.15808, 0.98294], [-4.97288, -2.38069, 4.87675], [0.14777, 1.82821, 4.79748], [0.09994, 3.20644, 3.70407], [2.18614, -0.03132, -1.31932], [2.86256, -1.26932, -0.28534]], "energy_ha": -2348.99906, "orbital_gap_ev": 8.26, "e_above_lowest_ev": 0.0000, "max_force_ha_per_bohr": 0.0229, "total_charge": 0}


Q: What is the formula in the second record?
A: C20H34Be2ClN4O16P